1.
# C4H6BrN

2 unconnected molecules or ions with the total composition C4H6BrN in a non-equilibrium geometry (wB97M-V/def2-TZVPD, the OMol25 dataset).

Calculated values
- energy relative to the best compared isomer or geometry (same formula, charge and spin) (kJ/mol) = 311.3
- orbital gap (eV) = 10.16
- SMILES = C#CBr.C=NC
- calculated total energy (a.u.) = -2784.6319

```
! wB97M-V def2-TZVPD RIJCOSX def2/J DEFGRID3
* xyz 0 1
Br -2.8789 0.5210 -0.1387
N 1.9004 0.6825 -0.3449
C -2.2876 -1.1943 0.0485
C 1.3106 -0.4114 -0.1869
C 1.1025 1.8374 0.0074
C -2.0212 -2.3260 0.3838
H 1.8596 -1.2954 -0.6066
H 0.4218 -0.6227 0.3865
H -2.0138 -3.3653 0.2498
H 1.8141 2.5427 0.5625
H 0.1971 1.6176 0.6181
H 0.5954 2.0138 -0.9796
*
```

2.
# C6H10O

C6H10O in the gas phase in a non-equilibrium geometry (wB97M-V/def2-TZVPD, the OMol25 dataset).

Calculated values
- energy relative to the best compared isomer or geometry (same formula, charge and spin) (kJ/mol) = 201.2
- orbital gap (eV) = 8.44
- SMILES = CC(C)=C/C=C/O
- calculated total energy (a.u.) = -309.7657

```
! wB97M-V def2-TZVPD RIJCOSX def2/J DEFGRID3
* xyz 0 1
O 1.7386 -3.2156 -1.2647
C 1.4247 -1.8575 -1.3035
C -0.5542 0.8792 0.2675
C 0.3380 0.1006 -0.4831
C -0.5529 2.3904 -0.0919
C -1.1706 0.3791 1.5765
C 0.4772 -1.2968 -0.5199
H -2.2346 0.5889 1.3971
H -0.7486 0.8234 2.4950
H 0.1017 3.0045 0.5293
H 2.1061 -1.3566 -2.0132
H 1.2626 0.5660 -0.8966
H -0.0654 -1.8308 0.3123
H 0.9669 -3.6579 -0.8246
H -0.4245 2.5584 -1.1699
H -1.1204 -0.6845 1.5979
H -1.5446 2.6091 0.3917
*
```

3.
# C13H22N2O3Pd

A molecular structure, C13H22N2O3Pd in a non-equilibrium geometry (wB97M-V/def2-TZVPD, the OMol25 dataset).

Calculated values
- orbital gap (spin up / spin down) (eV) = 9.22 / 6.63
- calculated total energy (a.u.) = -970.9256

```
! wB97M-V def2-TZVPD RIJCOSX def2/J DEFGRID3
* xyz 2 5
Pd -0.1630 -0.0142 -0.4352
O 0.1912 1.9614 0.6818
O 1.1704 -0.1393 -1.8189
O -1.6723 0.0001 0.8702
N 0.8628 -2.2906 1.6842
N 1.3956 -1.1288 1.3176
C -4.2288 2.8101 2.3234
C -3.7149 0.5281 1.8144
C -2.0395 2.3127 1.3913
C 1.5563 0.1586 -3.1114
C -0.3500 4.2195 1.0233
C -2.9687 3.2160 1.8662
C 1.8664 -3.6168 3.4205
C -0.6893 2.7606 0.9989
C -4.5889 1.4566 2.3056
C 2.9309 -3.5165 1.1244
C 0.7294 -4.7018 1.4596
C 1.6210 -3.5384 1.8983
C -2.4211 0.9114 1.3309
H -3.9671 -0.5236 1.7711
H 2.7668 -3.3126 0.0632
H 0.6591 4.3539 0.6466
H -0.2540 -4.6533 1.9311
H -2.7141 4.2665 1.8957
H 2.4582 -2.7709 3.7735
H -0.0102 -2.1976 2.1976
H -0.4017 4.6073 2.0429
H 0.9248 -3.6541 3.9705
H 1.2273 1.1601 -3.4127
H 1.0938 -0.5546 -3.8082
H 0.6002 -4.7133 0.3772
H 2.4153 -4.5339 3.6290
H 3.6473 -2.8039 1.5398
H -5.5564 1.1466 2.6760
H -1.0447 4.7930 0.4073
H 2.3134 -1.2493 0.9020
H 3.3903 -4.5003 1.1913
H 2.6415 0.0910 -3.2138
H 1.3603 -0.3802 2.0066
H -4.9262 3.5487 2.6949
H 1.1945 -5.6391 1.7577
*
```

4.
# C8H9Cl3CrN2O10

A molecular structure, C8H9Cl3CrN2O10 in a non-equilibrium geometry (wB97M-V/def2-TZVPD, the OMol25 dataset).

Calculated values
- energy relative to the best compared isomer or geometry (same formula, charge and spin) (kJ/mol) = 158.2
- orbital gap (spin up / spin down) (eV) = 8.38 / 8.79
- calculated total energy (a.u.) = -3597.2530

```
! wB97M-V def2-TZVPD RIJCOSX def2/J DEFGRID3
* xyz -1 2
Cr -0.6726 -0.5579 0.5937
Cl 1.2040 -4.1465 3.4556
Cl 2.8874 -3.5388 1.1890
Cl 2.9480 -1.8534 3.5512
O -2.3209 -0.0088 -0.2269
O -0.3574 -2.2301 1.9670
O -0.3528 -1.9791 -0.7332
O -0.7012 0.3175 2.4332
O -2.8136 0.8813 2.4076
O 1.2646 -0.9636 1.1961
O -0.4495 2.6678 0.6235
O -3.4965 0.8345 -1.9442
O 1.0412 -2.7532 -2.3102
O -1.6093 1.1855 4.1803
N -0.0128 0.4983 -1.4245
N -1.7616 0.7831 3.0330
C -1.1921 0.2993 -2.2834
C 1.0730 -0.4193 -1.7974
C 0.7247 2.5506 -0.1393
C 0.4345 1.9078 -1.4817
C -2.4777 0.4123 -1.4334
C 0.8462 -1.9505 1.8579
C 0.5760 -1.8687 -1.6169
C 1.9230 -2.8525 2.5119
H -0.3562 2.5044 -1.9430
H -1.2286 1.0083 -3.1110
H -1.1897 -0.7086 -2.6953
H 1.3211 1.9778 -2.1207
H 1.9276 -0.2643 -1.1362
H -1.1560 3.0720 0.1073
H 1.1714 3.5374 -0.3155
H 1.4226 1.9461 0.4445
H 1.3836 -0.2886 -2.8388
*
```

5.
# C20H45N6O14

8 unconnected molecules or ions with the total composition C20H45N6O14 in a non-equilibrium geometry (wB97M-V/def2-TZVPD, the OMol25 dataset).

Calculated values
- orbital gap (eV) = 8.93
- calculated total energy (a.u.) = -2170.9723

```
! wB97M-V def2-TZVPD RIJCOSX def2/J DEFGRID3
* xyz -1 1
O -1.7345 0.3916 0.0435
O -1.4431 4.5522 4.3001
O -0.4648 -1.2404 0.4060
O 0.6186 4.2200 -1.2614
O -4.6548 -2.1413 -2.8436
O 2.7855 4.5960 -0.6266
O 1.1218 5.0695 0.8159
O -0.2819 -3.5204 5.0617
O 1.9831 -6.2889 -0.8579
O 4.8418 0.6999 -3.0103
O 3.4899 0.5994 -1.3209
O 3.2352 -0.8751 -3.1050
O -5.3598 3.7048 -0.1015
O -0.3328 0.4562 1.5923
N -0.4988 3.2565 2.8532
N -0.8679 -0.1630 0.6600
N -3.8158 2.2150 -0.7412
N 3.2757 -4.4953 -0.6379
N -2.6480 -1.4062 -2.2376
N 0.4701 -2.5241 3.1869
C -3.7998 3.1504 1.5752
C 4.3141 -6.6866 -0.6142
C -4.3302 -1.7117 -0.5120
C 2.1699 0.3553 -0.8918
C 1.4926 4.6706 -0.2831
C -4.3408 1.9270 -2.0788
C -1.1663 2.1037 4.8377
C -1.0593 3.4242 4.0318
C 5.4228 0.3873 -4.2464
C -0.4528 -3.1695 3.8890
C -2.0669 -1.2836 -3.6079
C 3.1085 -5.7979 -0.7690
C 2.2796 -3.4309 -0.9290
C -4.3871 3.0393 0.1630
C 3.7393 0.0851 -2.5583
C 1.7890 -2.0684 3.7301
C -3.8946 -1.8336 -1.9657
C -0.7023 3.8428 -0.7636
C -1.7468 -3.5238 3.2585
C 3.2482 5.0325 -1.8742
H 1.7689 0.9174 -0.0484
H 1.4486 0.6473 -1.6551
H -1.0144 2.2894 5.9009
H 4.8253 -6.9363 -1.5440
H 2.6807 -2.4448 3.2289
H 5.5151 -0.6694 -4.4972
H -2.3368 -3.7821 4.1379
H -2.0946 -1.0732 -1.4611
H -0.7105 2.7587 -0.6508
H -2.5733 -0.4029 -4.0030
H -0.3346 2.3174 2.5196
H 4.1099 -7.6245 -0.0977
H 2.0442 -2.8109 -0.0640
H -3.6978 2.5167 -2.7323
H -1.0088 -1.0282 -3.6645
H 4.9847 -6.2779 0.1417
H -4.8721 -0.7909 -0.2966
H 2.4969 -2.8120 -1.7995
H 2.5939 4.5483 -2.5991
H -0.4883 1.3348 4.4673
H 4.8918 0.8874 -5.0564
H 1.2880 -3.7816 -1.2150
H 3.0636 6.0924 -2.0496
H -0.9120 4.3215 0.1929
H -5.3319 2.3170 -2.3106
H 2.0746 -0.7276 -0.8116
H -4.3356 0.8912 -2.4182
H -1.4790 -4.3404 2.5880
H -5.0904 -2.4539 -0.2684
H -0.3556 4.1217 2.3524
H 0.2195 -2.2065 2.2614
H 4.1093 -4.2280 -0.1343
H 4.2467 4.7800 -2.2309
H -2.9643 1.7322 -0.4924
H 1.9434 -2.2788 4.7884
H -3.4714 4.1815 1.7063
H 1.8890 -0.9830 3.7308
H -2.2261 -2.1930 -4.1873
H -3.4498 -1.6409 0.1267
H -1.4891 4.1745 -1.4412
H -2.1006 1.5607 4.6955
H 6.4512 0.7479 -4.2245
H -4.6520 2.8687 2.1937
H -2.8995 2.5495 1.7041
H -2.0935 -2.6884 2.6502
*
```

6.
# C4H10O

2 unconnected molecules or ions with the total composition C4H10O in a non-equilibrium geometry (wB97M-V/def2-TZVPD, the OMol25 dataset).

Calculated values
- energy relative to the best compared isomer or geometry (same formula, charge and spin) (kJ/mol) = 759.9
- orbital gap (eV) = 7.37
- calculated total energy (a.u.) = -233.3555

```
! wB97M-V def2-TZVPD RIJCOSX def2/J DEFGRID3
* xyz 0 1
O 1.1505 -1.4405 -0.8749
C -0.5941 0.6986 -1.7585
C 0.5273 -0.6395 1.7458
C -0.5262 -0.2122 0.7436
C -0.0701 0.7507 -0.3037
H -0.7604 -1.1071 0.0969
H -1.6495 0.4127 -1.8707
H -1.4244 0.2311 1.3110
H 0.2680 -1.4481 2.4119
H -0.3544 1.4730 -2.4477
H 1.0691 0.3936 -0.4285
H 1.0203 0.1584 2.2749
H 1.2932 -0.9958 1.0199
H -0.0074 1.8712 0.0636
H 0.0582 -0.1462 -1.9837
*
```

Copy entry 5 word for word.
# C20H45N6O14

8 unconnected molecules or ions with the total composition C20H45N6O14 in a non-equilibrium geometry (wB97M-V/def2-TZVPD, the OMol25 dataset).

Calculated values
- orbital gap (eV) = 8.93
- calculated total energy (a.u.) = -2170.9723

```
! wB97M-V def2-TZVPD RIJCOSX def2/J DEFGRID3
* xyz -1 1
O -1.7345 0.3916 0.0435
O -1.4431 4.5522 4.3001
O -0.4648 -1.2404 0.4060
O 0.6186 4.2200 -1.2614
O -4.6548 -2.1413 -2.8436
O 2.7855 4.5960 -0.6266
O 1.1218 5.0695 0.8159
O -0.2819 -3.5204 5.0617
O 1.9831 -6.2889 -0.8579
O 4.8418 0.6999 -3.0103
O 3.4899 0.5994 -1.3209
O 3.2352 -0.8751 -3.1050
O -5.3598 3.7048 -0.1015
O -0.3328 0.4562 1.5923
N -0.4988 3.2565 2.8532
N -0.8679 -0.1630 0.6600
N -3.8158 2.2150 -0.7412
N 3.2757 -4.4953 -0.6379
N -2.6480 -1.4062 -2.2376
N 0.4701 -2.5241 3.1869
C -3.7998 3.1504 1.5752
C 4.3141 -6.6866 -0.6142
C -4.3302 -1.7117 -0.5120
C 2.1699 0.3553 -0.8918
C 1.4926 4.6706 -0.2831
C -4.3408 1.9270 -2.0788
C -1.1663 2.1037 4.8377
C -1.0593 3.4242 4.0318
C 5.4228 0.3873 -4.2464
C -0.4528 -3.1695 3.8890
C -2.0669 -1.2836 -3.6079
C 3.1085 -5.7979 -0.7690
C 2.2796 -3.4309 -0.9290
C -4.3871 3.0393 0.1630
C 3.7393 0.0851 -2.5583
C 1.7890 -2.0684 3.7301
C -3.8946 -1.8336 -1.9657
C -0.7023 3.8428 -0.7636
C -1.7468 -3.5238 3.2585
C 3.2482 5.0325 -1.8742
H 1.7689 0.9174 -0.0484
H 1.4486 0.6473 -1.6551
H -1.0144 2.2894 5.9009
H 4.8253 -6.9363 -1.5440
H 2.6807 -2.4448 3.2289
H 5.5151 -0.6694 -4.4972
H -2.3368 -3.7821 4.1379
H -2.0946 -1.0732 -1.4611
H -0.7105 2.7587 -0.6508
H -2.5733 -0.4029 -4.0030
H -0.3346 2.3174 2.5196
H 4.1099 -7.6245 -0.0977
H 2.0442 -2.8109 -0.0640
H -3.6978 2.5167 -2.7323
H -1.0088 -1.0282 -3.6645
H 4.9847 -6.2779 0.1417
H -4.8721 -0.7909 -0.2966
H 2.4969 -2.8120 -1.7995
H 2.5939 4.5483 -2.5991
H -0.4883 1.3348 4.4673
H 4.8918 0.8874 -5.0564
H 1.2880 -3.7816 -1.2150
H 3.0636 6.0924 -2.0496
H -0.9120 4.3215 0.1929
H -5.3319 2.3170 -2.3106
H 2.0746 -0.7276 -0.8116
H -4.3356 0.8912 -2.4182
H -1.4790 -4.3404 2.5880
H -5.0904 -2.4539 -0.2684
H -0.3556 4.1217 2.3524
H 0.2195 -2.2065 2.2614
H 4.1093 -4.2280 -0.1343
H 4.2467 4.7800 -2.2309
H -2.9643 1.7322 -0.4924
H 1.9434 -2.2788 4.7884
H -3.4714 4.1815 1.7063
H 1.8890 -0.9830 3.7308
H -2.2261 -2.1930 -4.1873
H -3.4498 -1.6409 0.1267
H -1.4891 4.1745 -1.4412
H -2.1006 1.5607 4.6955
H 6.4512 0.7479 -4.2245
H -4.6520 2.8687 2.1937
H -2.8995 2.5495 1.7041
H -2.0935 -2.6884 2.6502
*
```